1.
This record from the OMol25 dataset describes an isolated molecule of C4H5Cl at a distorted geometry. The level of theory is ωB97M-V with the def2-TZVPD basis set.

Computed properties:
- HOMO energy: -9.087 eV
- 2S+1: 1
- Kohn-Sham gap: 9.9 eV
- SMILES: C=C/C=C/Cl
- E_LUMO: 0.853 eV
- DFT total energy: -16749.12159 eV
- M: 88.54 g mol⁻¹
- Energy relative to the best compared isomer or geometry (same formula, charge and spin): 1.002 eV
- Net charge: 0

Atoms and positions in Å:
Cl  3.149759  0.040470  -0.017377
C  0.699242  -0.591575  -0.035736
C  1.532554  0.411731  -0.017904
C  -1.634961  0.533693  -0.071754
C  -0.933589  -0.532377  0.010616
H  -2.770380  0.431284  0.076358
H  1.323405  1.445662  0.309102
H  -1.266793  1.438828  -0.378351
H  -1.276917  -1.638104  0.070179
H  1.177683  -1.539611  0.054865

Forces on atoms 1 to 6 (eV/Å):
2.6 -0.1 -0.1
-4.3 0.1 0.0
-1.1 1.7 1.3
-4.7 -0.5 0.4
5.2 -4.8 0.2
1.8 0.4 -0.4

---

2.
This record from the OMol25 dataset describes the ion C5H10NO2 with charge +1 at a distorted geometry. The level of theory is ωB97M-V with the def2-TZVPD basis set.

Computed properties:
- HOMO energy (spin up / spin down): -12.855 / -12.871 eV
- 2S+1: 1
- Kohn-Sham gap (spin up / spin down): 8.8 / 8.8 eV
- E_LUMO (spin up / spin down): -4.022 / -4.067 eV
- DFT total energy: -10917.34663 eV
- M: 116.14 g mol⁻¹
- Energy relative to the best compared isomer or geometry (same formula, charge and spin): 8.705 eV
- Net charge: +1

Atoms and positions in Å:
O  -3.653854  0.875617  0.627409
O  -2.990406  -0.333112  -0.149718
N  0.769202  -0.114875  0.008517
C  1.981308  0.110420  0.886456
C  -1.862594  -0.574879  -0.244011
C  -0.486874  0.361909  0.411462
C  0.184478  1.083766  -0.653297
C  0.957031  -1.280962  -0.812627
H  1.246926  -2.141937  -0.025729
H  0.605168  1.989979  -0.457493
H  1.914868  -1.308286  -1.469231
H  -0.277166  1.012519  -1.605230
H  0.206603  -1.454288  -1.560102
H  1.707995  -0.390769  1.918363
H  2.159401  1.134469  1.026882
H  2.709279  -0.487211  0.419283
H  -4.580674  0.824789  0.304245
H  -0.590690  0.692850  1.374827

Forces on atoms 1 to 6 (eV/Å):
0.2 1.1 0.7
-4.4 -0.1 -0.5
2.3 0.8 -1.7
-2.8 -2.3 2.5
6.8 0.3 0.8
-5.0 -1.6 -1.8

---

3.
This record from the OMol25 dataset describes an isolated molecule of C2H4O2S at a distorted geometry. The level of theory is ωB97M-V with the def2-TZVPD basis set.

Computed properties:
- HOMO energy: -9.578 eV
- 2S+1: 1
- Kohn-Sham gap: 9.1 eV
- SMILES: O=S1(=O)CC1
- E_LUMO: -0.440 eV
- DFT total energy: -17064.96222 eV
- M: 92.12 g mol⁻¹
- Energy relative to the best compared isomer or geometry (same formula, charge and spin): 4.308 eV
- Net charge: 0

Atoms and positions in Å:
S  0.286299  -0.270549  -1.066616
O  1.365437  -1.197118  -1.406260
O  -0.577380  0.127975  -2.154446
C  0.254070  0.938531  0.695292
C  -0.464707  -0.576315  0.434558
H  -1.561593  -0.516260  0.672363
H  -0.044308  -1.267972  1.009600
H  -0.470158  1.650838  0.799536
H  1.212339  1.110870  1.015975

Forces on atoms 1 to 6 (eV/Å):
-0.1 1.1 -0.1
-0.6 1.2 1.2
0.0 0.2 0.6
-1.0 -5.1 -4.1
-1.7 4.1 0.5
1.1 0.0 -1.0

---

4.
This record from the OMol25 dataset describes a structure of composition C5H9InO3 at a distorted geometry. The level of theory is ωB97M-V with the def2-TZVPD basis set.

Computed properties:
- HOMO energy (spin up / spin down): -18.668 / -18.287 eV
- 2S+1: 1
- Kohn-Sham gap (spin up / spin down): 7.3 / 6.3 eV
- E_LUMO (spin up / spin down): -11.326 / -11.969 eV
- DFT total energy: -16622.74984 eV
- M: 231.94 g mol⁻¹
- Energy relative to the best compared isomer or geometry (same formula, charge and spin): 2.340 eV
- Net charge: +2

Atoms and positions in Å:
In  0.989615  0.767680  -1.995050
O  3.615514  1.303895  -3.162062
O  2.559159  -0.250828  -1.926755
O  4.732960  -0.373547  -2.410575
C  6.299491  -2.023956  -1.683923
C  2.258949  3.200717  -2.527180
C  4.858477  -1.591884  -1.630987
C  3.572085  0.179778  -2.498564
C  2.406516  2.048243  -3.339367
H  2.102757  2.059008  -4.389871
H  6.409918  -2.937722  -1.086038
H  3.072034  3.287799  -1.791861
H  4.184499  -2.336197  -2.072467
H  1.615148  3.910758  -3.061663
H  1.664597  4.079576  -1.395376
H  6.955550  -1.251302  -1.263673
H  6.609007  -2.241882  -2.713828
H  4.529787  -1.373927  -0.608193

Forces on atoms 1 to 6 (eV/Å):
-5.5 1.5 0.2
-1.4 1.3 -0.5
2.7 -2.8 0.6
-1.6 1.5 -0.9
0.2 0.0 -0.1
0.1 1.2 0.5